Record 1
Below is a single C6H16N2 molecule in a non-equilibrium geometry, with properties calculated with wB97M-V/def2-TZVPD.

Structure (XYZ):
```
24
Properties=species:S:1:pos:R:3
C 1.759 1.911 -3.114
C 0.359 1.385 -2.775
N -0.015 1.476 -1.347
C -0.240 0.174 -0.768
C -0.105 0.186 0.770
N -0.625 -1.129 1.259
C -0.310 -1.332 2.666
C -1.116 -2.557 3.257
H 2.585 1.516 -2.521
H 1.786 3.004 -3.059
H 1.964 1.752 -4.181
H 0.366 0.350 -3.110
H -0.398 1.906 -3.352
H 0.694 1.992 -0.843
H -1.282 -0.186 -0.790
H 0.296 -0.690 -1.177
H 0.904 0.422 1.123
H -0.836 0.824 1.274
H -0.178 -1.880 0.746
H 0.719 -1.645 2.823
H -0.625 -0.535 3.341
H -2.186 -2.398 3.127
H -0.927 -2.577 4.322
H -0.710 -3.463 2.816
```

Output
- Total energy: -347.66927 Ha
- LUMO level: 1.08 eV
- Frontier orbital gap: 9.74 eV
- Structure (SMILES): CCNCCNCC

Charges per atom according to natural (NBO) partitioning, unit e: atom 1 (C): -0.628, atom 2 (C): -0.213, atom 3 (N): -0.624, atom 4 (C): -0.229, atom 5 (C): -0.218, atom 6 (N): -0.625, atom 7 (C): -0.218, atom 8 (C): -0.602, atom 9 (H): 0.207, atom 10 (H): 0.203, atom 11 (H): 0.214, atom 12 (H): 0.178, atom 13 (H): 0.187, atom 14 (H): 0.355, atom 15 (H): 0.196, atom 16 (H): 0.158, atom 17 (H): 0.159, atom 18 (H): 0.198, atom 19 (H): 0.343, atom 20 (H): 0.161, atom 21 (H): 0.191, atom 22 (H): 0.210, atom 23 (H): 0.201, atom 24 (H): 0.196

Record 2
Below is 2 unconnected molecules or ions with the total composition C6H16N2 in a non-equilibrium geometry, with properties calculated with wB97M-V/def2-TZVPD.

Structure (XYZ):
```
24
Properties=species:S:1:pos:R:3
C 0.971 0.575 -0.953
C -0.478 -0.718 1.063
C -1.232 0.606 -0.771
C 1.144 0.675 -2.464
C -0.983 -2.087 0.627
C -0.200 -0.626 2.551
N -1.295 0.355 0.587
N 1.182 1.800 -0.204
H -1.132 1.200 1.124
H 1.747 -0.127 -0.628
H 0.506 -0.505 0.417
H 0.827 2.599 -0.719
H 2.152 1.970 0.048
H -1.499 -0.231 -1.403
H -1.613 1.577 -1.063
H 0.478 1.429 -2.884
H 0.918 -0.285 -2.933
H 2.176 0.931 -2.741
H -1.093 -0.849 3.143
H -0.289 -2.855 0.964
H -1.965 -2.291 1.052
H -1.057 -2.165 -0.456
H 0.163 0.368 2.817
H 0.574 -1.345 2.825
```

Output
- Total energy: -347.60714 Ha
- LUMO level: 1.09 eV
- Frontier orbital gap: 8.33 eV

Charges per atom according to natural (NBO) partitioning, unit e: atom 1 (C): -0.123, atom 2 (C): -0.068, atom 3 (C): -0.156, atom 4 (C): -0.644, atom 5 (C): -0.615, atom 6 (C): -0.614, atom 7 (N): -0.598, atom 8 (N): -0.878, atom 9 (H): 0.380, atom 10 (H): 0.179, atom 11 (H): 0.213, atom 12 (H): 0.353, atom 13 (H): 0.356, atom 14 (H): 0.182, atom 15 (H): 0.193, atom 16 (H): 0.191, atom 17 (H): 0.208, atom 18 (H): 0.189, atom 19 (H): 0.206, atom 20 (H): 0.209, atom 21 (H): 0.208, atom 22 (H): 0.207, atom 23 (H): 0.211, atom 24 (H): 0.214

Record 3
Below is a single C6H16N2 molecule in a non-equilibrium geometry, with properties calculated with wB97M-V/def2-TZVPD.

Structure (XYZ):
```
24
Properties=species:S:1:pos:R:3
C 0.106 -0.941 -2.395
C 0.988 -1.158 -1.177
N 2.327 -1.611 -1.503
C 1.163 0.126 -0.249
C -0.096 0.966 -0.048
C -1.218 0.239 0.698
C -1.164 0.563 2.218
N -2.032 1.685 2.636
H 0.616 -1.100 -3.354
H -0.878 -1.413 -2.416
H -0.184 0.108 -2.499
H 0.564 -1.899 -0.482
H 3.141 -1.068 -1.255
H 2.382 -1.958 -2.448
H 1.324 -0.282 0.766
H 1.983 0.750 -0.578
H -0.454 1.379 -0.993
H 0.161 1.847 0.548
H -1.125 -0.852 0.650
H -2.212 0.480 0.338
H -0.171 0.925 2.478
H -1.486 -0.288 2.822
H -3.002 1.467 2.439
H -1.792 2.557 2.177
```

Output
- Total energy: -347.68574 Ha
- LUMO level: 1.10 eV
- Frontier orbital gap: 9.85 eV
- Structure (SMILES): C[C@@H](N)CCCCN

Charges per atom according to natural (NBO) partitioning, unit e: atom 1 (C): -0.643, atom 2 (C): -0.048, atom 3 (N): -0.860, atom 4 (C): -0.390, atom 5 (C): -0.401, atom 6 (C): -0.432, atom 7 (C): -0.210, atom 8 (N): -0.838, atom 9 (H): 0.212, atom 10 (H): 0.220, atom 11 (H): 0.210, atom 12 (H): 0.173, atom 13 (H): 0.371, atom 14 (H): 0.361, atom 15 (H): 0.201, atom 16 (H): 0.201, atom 17 (H): 0.198, atom 18 (H): 0.198, atom 19 (H): 0.201, atom 20 (H): 0.206, atom 21 (H): 0.185, atom 22 (H): 0.190, atom 23 (H): 0.347, atom 24 (H): 0.350

Record 4
Below is a single C6H16N2 molecule in a non-equilibrium geometry, with properties calculated with wB97M-V/def2-TZVPD.

Structure (XYZ):
```
24
Properties=species:S:1:pos:R:3
C 1.966 -0.953 0.999
C 1.418 -0.231 -0.218
N 2.578 0.656 -0.824
C 0.333 0.766 0.080
C -1.163 0.077 -0.189
C -1.376 -1.239 0.552
C -2.181 1.109 0.302
N -1.411 -0.151 -1.597
H 2.229 -0.243 1.782
H 1.249 -1.664 1.401
H 2.870 -1.491 0.724
H 1.148 -0.934 -1.011
H 3.008 1.284 -0.152
H 2.344 1.071 -1.720
H 0.345 1.628 -0.590
H 0.368 1.095 1.118
H -2.397 -1.583 0.392
H -0.711 -2.016 0.181
H -1.210 -1.111 1.619
H -2.038 2.065 -0.198
H -3.190 0.758 0.088
H -2.086 1.263 1.374
H -0.793 -0.858 -1.979
H -1.299 0.699 -2.137
```

Output
- Total energy: -347.70385 Ha
- LUMO level: 0.96 eV
- Frontier orbital gap: 9.41 eV
- Structure (SMILES): C[C@H](N)CC(C)(C)N

Charges per atom according to natural (NBO) partitioning, unit e: atom 1 (C): -0.619, atom 2 (C): -0.049, atom 3 (N): -0.885, atom 4 (C): -0.421, atom 5 (C): 0.140, atom 6 (C): -0.625, atom 7 (C): -0.614, atom 8 (N): -0.847, atom 9 (H): 0.202, atom 10 (H): 0.214, atom 11 (H): 0.224, atom 12 (H): 0.186, atom 13 (H): 0.360, atom 14 (H): 0.361, atom 15 (H): 0.204, atom 16 (H): 0.202, atom 17 (H): 0.221, atom 18 (H): 0.202, atom 19 (H): 0.209, atom 20 (H): 0.201, atom 21 (H): 0.214, atom 22 (H): 0.206, atom 23 (H): 0.355, atom 24 (H): 0.356

Record 5
Below is a single C6H16N2O molecule in a non-equilibrium geometry, with properties calculated with wB97M-V/def2-TZVPD.

Structure (XYZ):
```
25
Properties=species:S:1:pos:R:3
C -2.513 -0.510 -0.517
C -1.623 -0.945 0.625
C 0.199 -0.876 0.291
N 0.435 -1.641 -0.899
C 0.484 0.575 0.195
C 0.138 1.452 1.381
N 0.158 1.168 -1.077
C 2.355 0.442 0.177
O 2.736 0.182 -1.166
H -2.590 0.580 -0.582
H -2.154 -0.899 -1.475
H -3.538 -0.886 -0.398
H -1.752 -2.013 0.826
H -1.881 -0.436 1.557
H 0.599 -1.339 1.191
H 0.458 -2.635 -0.696
H 1.322 -1.389 -1.342
H 0.362 0.942 2.320
H 0.711 2.384 1.350
H -0.922 1.722 1.386
H -0.066 0.432 -1.752
H -0.644 1.786 -1.012
H 2.784 -0.327 0.821
H 2.740 1.420 0.486
H 2.204 0.811 -1.691
```

Output
- Total energy: -422.89826 Ha
- LUMO level: 0.95 eV
- Frontier orbital gap: 8.96 eV
- Structure (SMILES): CC[C@@H](N)[C@](C)(N)CO

Charges per atom according to natural (NBO) partitioning, unit e: atom 1 (C): -0.634, atom 2 (C): -0.418, atom 3 (C): -0.017, atom 4 (N): -0.885, atom 5 (C): 0.139, atom 6 (C): -0.633, atom 7 (N): -0.881, atom 8 (C): -0.086, atom 9 (O): -0.747, atom 10 (H): 0.188, atom 11 (H): 0.217, atom 12 (H): 0.211, atom 13 (H): 0.189, atom 14 (H): 0.191, atom 15 (H): 0.181, atom 16 (H): 0.371, atom 17 (H): 0.395, atom 18 (H): 0.223, atom 19 (H): 0.221, atom 20 (H): 0.208, atom 21 (H): 0.387, atom 22 (H): 0.375, atom 23 (H): 0.170, atom 24 (H): 0.150, atom 25 (H): 0.483

Record 6
Below is a molecular structure, C6H16N2O in a non-equilibrium geometry, with properties calculated with wB97M-V/def2-TZVPD.

Structure (XYZ):
```
25
Properties=species:S:1:pos:R:3
C 0.488 0.468 0.403
C 0.937 -0.941 0.384
C 0.057 1.010 1.730
C 0.881 1.458 -0.645
C -0.445 -1.354 -1.656
C 2.182 -1.332 -0.387
N -0.383 -1.045 -0.242
N -3.229 0.636 0.901
O -2.147 0.684 -0.008
H -1.504 -0.293 -0.036
H 0.935 -1.411 1.370
H -3.800 1.455 0.699
H -2.856 0.775 1.846
H 0.950 1.205 2.336
H -0.544 0.279 2.271
H -0.527 1.920 1.626
H 1.970 1.592 -0.650
H 0.595 1.134 -1.646
H 0.393 2.413 -0.463
H -1.497 -1.487 -1.917
H 0.074 -2.292 -1.878
H -0.042 -0.570 -2.314
H 2.217 -2.414 -0.519
H 3.069 -1.021 0.166
H 2.226 -0.869 -1.372
```

Output
- Total energy: -422.79812 Ha
- LUMO level: 0.80 eV
- Frontier orbital gap: 8.35 eV

Charges per atom according to natural (NBO) partitioning, unit e: atom 1 (C): 0.302, atom 2 (C): -0.113, atom 3 (C): -0.655, atom 4 (C): -0.671, atom 5 (C): -0.431, atom 6 (C): -0.628, atom 7 (N): -0.505, atom 8 (N): -0.535, atom 9 (O): -0.709, atom 10 (H): 0.484, atom 11 (H): 0.196, atom 12 (H): 0.327, atom 13 (H): 0.300, atom 14 (H): 0.226, atom 15 (H): 0.231, atom 16 (H): 0.234, atom 17 (H): 0.223, atom 18 (H): 0.233, atom 19 (H): 0.235, atom 20 (H): 0.224, atom 21 (H): 0.197, atom 22 (H): 0.179, atom 23 (H): 0.221, atom 24 (H): 0.223, atom 25 (H): 0.213

Copy entry 1 word for word.
Below is a single C6H16N2 molecule in a non-equilibrium geometry, with properties calculated with wB97M-V/def2-TZVPD.

Structure (XYZ):
```
24
Properties=species:S:1:pos:R:3
C 1.759 1.911 -3.114
C 0.359 1.385 -2.775
N -0.015 1.476 -1.347
C -0.240 0.174 -0.768
C -0.105 0.186 0.770
N -0.625 -1.129 1.259
C -0.310 -1.332 2.666
C -1.116 -2.557 3.257
H 2.585 1.516 -2.521
H 1.786 3.004 -3.059
H 1.964 1.752 -4.181
H 0.366 0.350 -3.110
H -0.398 1.906 -3.352
H 0.694 1.992 -0.843
H -1.282 -0.186 -0.790
H 0.296 -0.690 -1.177
H 0.904 0.422 1.123
H -0.836 0.824 1.274
H -0.178 -1.880 0.746
H 0.719 -1.645 2.823
H -0.625 -0.535 3.341
H -2.186 -2.398 3.127
H -0.927 -2.577 4.322
H -0.710 -3.463 2.816
```

Output
- Total energy: -347.66927 Ha
- LUMO level: 1.08 eV
- Frontier orbital gap: 9.74 eV
- Structure (SMILES): CCNCCNCC

Charges per atom according to natural (NBO) partitioning, unit e: atom 1 (C): -0.628, atom 2 (C): -0.213, atom 3 (N): -0.624, atom 4 (C): -0.229, atom 5 (C): -0.218, atom 6 (N): -0.625, atom 7 (C): -0.218, atom 8 (C): -0.602, atom 9 (H): 0.207, atom 10 (H): 0.203, atom 11 (H): 0.214, atom 12 (H): 0.178, atom 13 (H): 0.187, atom 14 (H): 0.355, atom 15 (H): 0.196, atom 16 (H): 0.158, atom 17 (H): 0.159, atom 18 (H): 0.198, atom 19 (H): 0.343, atom 20 (H): 0.161, atom 21 (H): 0.191, atom 22 (H): 0.210, atom 23 (H): 0.201, atom 24 (H): 0.196